Density functional theory data (ωB97M-V/def2-TZVPD) for a structure of composition C19H28BCoF4O2 at a distorted geometry.

Geometry (Å):
1 O -0.66483 -0.38947 -1.72431
2 C -1.03017 0.85804 -2.51851
3 C -0.24824 0.39704 -3.75723
4 H -0.64724 1.76038 -2.04644
5 H -2.10691 0.93783 -2.66504
6 C -0.24071 -0.94501 -3.03146
7 H 0.75888 0.83567 -3.79959
8 H -0.75226 0.45251 -4.71099
9 C 1.13021 -1.57883 -3.00547
10 H 1.91500 -0.89153 -2.63626
11 H 1.39591 -1.89106 -4.02978
12 H 1.11371 -2.50139 -2.41030
13 C -1.28678 -1.88178 -3.58764
14 H -2.26285 -1.38397 -3.57691
15 H -1.32181 -2.78526 -2.97511
16 H -1.04308 -2.17292 -4.62026
17 Co -1.02283 -1.09225 1.14818
18 C -2.33350 -1.12934 2.59222
19 C -1.87622 0.22114 2.44682
20 C -2.14901 0.63365 1.12561
21 H -1.49432 0.84278 3.24061
22 C -2.78595 -0.43015 0.41968
23 C -2.91584 -1.52235 1.33049
24 H -3.41598 -2.46053 1.11082
25 H -2.35545 -1.70008 3.50307
26 H -1.91433 1.60047 0.71872
27 H -3.10203 -0.39705 -0.60331
28 C 0.43889 -1.89705 2.73875
29 C -0.17181 -2.84103 1.85660
30 C 0.51842 -2.77169 0.57543
31 H -0.83055 -3.62535 2.18827
32 C 1.55005 -1.79335 0.71543
33 C 1.49616 -1.26434 2.03540
34 H 2.17494 -0.51705 2.42116
35 H 0.29892 -1.80711 3.80929
36 H 0.43909 -3.47447 -0.21421
37 H 2.20082 -1.54497 -0.08934
38 O 2.31531 1.58129 -1.44475
39 C 1.71733 1.20707 -0.17140
40 C 0.70634 2.22450 0.31069
41 H 2.54709 1.15441 0.56397
42 H 1.23211 0.22365 -0.27227
43 C 1.09491 3.46720 -0.52762
44 H 0.72853 2.35446 1.40586
45 H -0.30921 1.91568 0.03103
46 C 2.18125 3.00244 -1.50122
47 H 1.41269 4.26971 0.15850
48 H 0.19832 3.81731 -1.02884
49 H 3.16531 3.37352 -1.24686
50 H 1.95855 3.25638 -2.55296
51 F 0.89532 1.26388 3.46254
52 B 0.71961 1.27579 4.90200
53 F -0.21754 2.29415 5.22511
54 F 0.21265 -0.02743 5.22746
55 F 1.98310 1.49587 5.48432

- E_LUMO (alpha / beta) (Eh) = 0.003 / -0.105
- total charge = 0
- orbital gap (alpha / beta) (eV) = 8.63 / 6.98
- max |F| (eV/Å) = 7.009
- expectation value of S² = 6.0276
- multiplicity = 5

=====

Density functional theory data (ωB97M-V/def2-TZVPD) for a structure of composition C19H28BCuN7Se at a distorted geometry.

Geometry (Å):
1 Cu 9.98850 9.43444 7.61675
2 C 13.29226 8.92500 6.97698
3 C 13.58677 8.60223 8.38602
4 C 13.92040 7.11997 8.67017
5 C 12.54140 8.97516 9.38808
6 C 12.79016 8.91523 10.82238
7 C 11.64462 9.44578 11.34912
8 N 10.74595 9.75160 10.34585
9 N 11.35925 9.56576 9.12757
10 B 9.37259 10.48690 10.57163
11 N 9.16670 11.53291 9.42620
12 C 9.04072 12.86108 9.41911
13 C 9.10704 13.39352 8.15834
14 C 9.27488 12.16816 7.32398
15 N 9.18272 11.09247 8.10171
16 C 9.49438 12.04534 5.83617
17 C 8.65636 10.87171 5.30604
18 C 9.34920 13.42743 5.18388
19 N 8.18202 9.51256 10.61781
20 C 8.22712 8.16354 10.82872
21 C 6.99658 7.66055 10.51717
22 C 6.23596 8.77411 10.00060
23 N 6.97765 9.87166 10.06250
24 C 4.87122 9.02953 9.50992
25 C 4.80150 9.98224 8.32837
26 C 4.29800 7.67429 9.08893
27 H 14.11762 8.57742 6.37281
28 H 13.06641 10.02234 6.83040
29 H 12.40917 8.35286 6.66464
30 H 14.53166 9.13021 8.71664
31 H 13.11504 6.38400 8.87206
32 H 14.57144 7.07858 9.56246
33 H 14.43064 6.74786 7.77328
34 H 13.66831 8.49578 11.26919
35 H 11.33063 9.68601 12.33746
36 H 9.29434 11.12100 11.61070
37 H 8.83258 13.43901 10.30275
38 H 8.99189 14.40897 7.78677
39 H 10.53780 11.73418 5.74590
40 H 7.65354 10.84182 5.65518
41 H 9.14312 9.92283 5.54018
42 H 8.67965 10.98364 4.23360
43 H 8.37376 13.89051 5.36151
44 H 9.52816 13.40313 4.13899
45 H 10.11629 14.12138 5.61506
46 H 9.08174 7.65774 11.26718
47 H 6.62153 6.65803 10.56935
48 H 4.31949 9.46066 10.37325
49 H 5.77870 9.96766 7.72705
50 H 4.59682 10.99538 8.71810
51 H 4.01474 9.77972 7.62777
52 H 4.63592 7.31832 8.07808
53 H 3.23352 7.87385 9.00986
54 H 4.49222 7.01263 9.94260
55 Se 9.35090 4.69912 7.11470
56 C 9.82301 6.43455 6.98309
57 N 9.82742 7.61556 7.12685

- E_LUMO (alpha / beta) (Eh) = 0.008 / -0.103
- total charge = 0
- orbital gap (alpha / beta) (eV) = 8.33 / 5.18
- max |F| (eV/Å) = 3.668
- expectation value of S² = 0.7573
- multiplicity = 2

=====

Density functional theory data (ωB97M-V/def2-TZVPD) for a structure of composition C19H28BF4O2Yb at a distorted geometry.

Geometry (Å):
1 O -0.59406 1.54081 -0.30299
2 C 0.46750 1.97193 -1.22794
3 C -0.31546 3.21324 -1.65836
4 H 0.63683 1.21029 -2.00972
5 H 1.40315 2.16286 -0.68779
6 C -1.46259 2.59844 -0.78492
7 H -0.53763 3.27422 -2.73453
8 H 0.10279 4.14991 -1.28288
9 C -2.58638 2.05168 -1.64491
10 H -2.27141 1.18182 -2.24186
11 H -2.93206 2.83995 -2.32942
12 H -3.42167 1.74916 -1.00321
13 C -1.97151 3.41212 0.39126
14 H -1.14627 3.93393 0.88497
15 H -2.46097 2.76234 1.13062
16 H -2.69133 4.17060 0.05654
17 Yb 0.72961 -1.31499 0.16453
18 C 1.23451 1.03627 3.60393
19 C 2.25521 0.07973 3.36786
20 C 2.98658 0.49975 2.22379
21 H 2.44789 -0.80759 3.97558
22 C 2.38727 1.68753 1.73067
23 C 1.29076 2.01286 2.58170
24 H 0.63613 2.87198 2.46828
25 H 0.52627 1.02916 4.43423
26 H 3.87154 0.01002 1.81540
27 H 2.72259 2.26977 0.87871
28 C -1.53691 -0.78294 3.74821
29 C -2.22658 0.37433 3.29769
30 C -2.70159 0.11555 1.97637
31 H -2.38726 1.27199 3.87475
32 C -2.32799 -1.21232 1.62407
33 C -1.59350 -1.76224 2.70978
34 H -1.18545 -2.76761 2.76796
35 H -1.07495 -0.91642 4.71861
36 H -3.29433 0.78608 1.36625
37 H -2.63418 -1.72037 0.71214
38 O 0.73050 -1.74086 -1.89175
39 C -0.12473 -1.24208 -2.98865
40 C 0.43289 -1.79295 -4.29200
41 H -0.10882 -0.15537 -2.94777
42 H -1.14220 -1.61061 -2.78519
43 C 1.49603 -2.83744 -3.91711
44 H 0.88623 -1.00351 -4.90983
45 H -0.37322 -2.24891 -4.87685
46 C 1.51485 -2.90957 -2.40140
47 H 2.48686 -2.55031 -4.29532
48 H 1.25049 -3.82722 -4.30727
49 H 2.52618 -2.86143 -1.98070
50 H 0.98970 -3.79183 -2.01084
51 F 2.72496 -2.40700 0.31030
52 B 1.86812 -3.36465 1.04617
53 F 2.48370 -4.49934 1.37640
54 F 1.31714 -2.60030 2.12560
55 F 0.69680 -3.54041 0.15080

- E_LUMO (alpha / beta) (Eh) = -0.007 / -0.069
- total charge = 0
- orbital gap (alpha / beta) (eV) = 6.12 / 3.98
- relative energy (zero: lowest compared OMol25 entry of this formula, charge and spin) (kcal/mol) = 23.28
- max |F| (eV/Å) = 4.986
- expectation value of S² = 0.7661
- multiplicity = 2

=====

Density functional theory data (ωB97M-V/def2-TZVPD) for a structure of composition C19H28CoIO2 at a distorted geometry.

Geometry (Å):
1 O 0.43396 0.70780 -0.50492
2 C -0.75301 -0.14320 -0.65873
3 C -0.14878 -0.98566 -1.77244
4 H -1.53211 0.56979 -0.92369
5 H -1.01792 -0.61619 0.29076
6 C 1.13920 -0.17431 -1.43326
7 H -0.34612 -0.80750 -2.83947
8 H -0.06240 -2.04052 -1.51997
9 C 1.68430 0.65593 -2.55553
10 H 0.88856 1.31662 -2.92776
11 H 2.03789 0.01568 -3.36412
12 H 2.51133 1.30112 -2.27047
13 C 2.03277 -1.25677 -0.84351
14 H 1.45574 -2.04018 -0.31228
15 H 2.80859 -0.98191 -0.12883
16 H 2.51684 -1.79525 -1.66943
17 Co 0.45626 -0.32599 3.30626
18 C 1.30488 -1.91880 4.19434
19 C -0.05134 -1.88547 4.67396
20 C -0.91849 -2.16227 3.57816
21 H -0.35179 -1.66962 5.69377
22 C -0.12726 -2.35326 2.40626
23 C 1.25435 -2.20316 2.77595
24 H 2.10264 -2.44425 2.13675
25 H 2.19951 -1.86080 4.80719
26 H -1.99914 -2.18689 3.62016
27 H -0.47759 -2.62628 1.42018
28 C 2.46253 0.87172 3.93722
29 C 3.05010 0.10524 2.86711
30 C 2.73103 0.74148 1.64577
31 H 3.71995 -0.75278 2.99054
32 C 1.91517 1.87101 1.91845
33 C 1.76804 1.97860 3.33443
34 H 1.28319 2.79487 3.85325
35 H 2.60354 0.69301 5.00252
36 H 3.19516 0.53432 0.68114
37 H 1.56756 2.59087 1.19573
38 O -2.07136 1.22253 -2.32338
39 C -1.83168 0.69723 -3.65928
40 C -2.97000 1.07550 -4.58528
41 H -1.83524 -0.40211 -3.68753
42 H -0.86363 1.05386 -4.01979
43 C -4.10166 1.48610 -3.62458
44 H -3.27187 0.22052 -5.19846
45 H -2.67959 1.89252 -5.25508
46 C -3.46810 1.56542 -2.22663
47 H -4.86144 0.69629 -3.60350
48 H -4.56330 2.43212 -3.90981
49 H -3.93621 0.88020 -1.49718
50 H -3.51009 2.58463 -1.80750
51 I -1.37297 1.07819 2.79251

- E_LUMO (alpha / beta) (Eh) = 0.027 / -0.070
- total charge = 0
- orbital gap (alpha / beta) (eV) = 8.12 / 6.05
- relative energy (zero: lowest compared OMol25 entry of this formula, charge and spin) (kcal/mol) = 24.00
- max |F| (eV/Å) = 3.640
- expectation value of S² = 6.0325
- multiplicity = 5